Entry 1:
16
Properties=species:S:1:pos:R:3:lowdin_charge:R:1 method="wB97M-V/def2-TZVPD" homo_ha="-0.260 / -0.260" homo_lumo_gap_ev="7.34 / 7.34" lumo_energy_ev="0.3 / 0.3"
C 0.83 -1.48 -0.93 -0.08
C -0.49 -0.04 -0.87 -0.86
C -2.69 -0.37 1.09 -0.40
C 1.60 1.73 -1.07 -0.39
N 1.91 -0.57 0.97 -0.01
N 1.47 -1.33 0.08 -0.19
S -1.92 -0.86 -0.49 0.74
S 0.32 1.18 0.14 0.79
H 0.50 -2.48 -1.14 0.09
H -3.03 -1.31 1.56 0.03
H -3.60 0.29 0.75 0.07
H -2.12 0.24 1.72 -0.01
H 2.59 1.44 -0.50 0.05
H 1.61 2.92 -1.09 0.06
H 1.53 1.30 -2.11 0.06
H 1.49 -0.66 1.88 0.06

Entry 2:
22
Properties=species:S:1:pos:R:3:lowdin_charge:R:1 method="wB97M-V/def2-TZVPD" homo_ha="-0.666 / -0.666" charge=+2 homo_lumo_gap_ev="8.64 / 8.64" lumo_energy_ev="-9.5 / -9.5"
C -1.37 -0.59 0.27 -0.30
C -1.90 -1.92 0.01 0.01
C -1.07 -0.27 1.65 0.03
C 3.37 0.76 -0.51 0.01
N -1.46 0.21 -0.73 0.02
N 1.10 0.33 -0.36 0.24
N -1.15 1.50 -0.82 0.15
N 2.21 0.43 0.14 -0.03
H -3.00 -1.92 -0.27 0.15
H -2.06 -2.67 0.73 0.09
H -1.43 -2.42 -0.88 0.14
H -0.43 0.49 1.99 0.08
H -0.75 -1.12 2.06 0.06
H -2.04 0.02 2.07 0.15
H 3.20 0.95 -1.56 0.12
H 3.96 1.59 -0.07 0.15
H 4.15 -0.04 -0.20 0.18
H -1.90 -0.30 -1.44 0.17
H 1.15 0.50 -1.36 0.13
H -1.41 1.90 -1.69 0.14
H -1.35 2.19 -0.20 0.10
H 2.17 0.37 1.18 0.22

Entry 3:
11
Properties=species:S:1:pos:R:3:lowdin_charge:R:1 method="wB97M-V/def2-TZVPD" homo_ha="-0.728 / -0.649" charge=+2 homo_lumo_gap_ev="8.28 / 5.58" lumo_energy_ev="-11.5 / -12.1"
H -1.38 0.79 0.82 0.29
O -2.50 0.65 0.15 0.19
C -2.11 -0.05 -0.79 0.15
C -0.69 -0.48 -0.71 -0.09
C 0.09 0.30 0.37 -0.02
C 1.43 -0.02 0.40 -0.10
O 2.53 0.46 0.51 -0.01
Zn 3.58 -1.02 0.61 1.07
H -0.28 -0.33 -1.72 0.16
H -0.74 -1.57 -0.52 0.17
H 0.07 1.27 0.89 0.19

Entry 4:
15
Properties=species:S:1:pos:R:3:lowdin_charge:R:1 method="wB97M-V/def2-TZVPD" homo_ha=-0.282 homo_lumo_gap_ev=8.12 smiles="C=NO/C(CO)=N/N" lumo_energy_ev=0.4
C 0.18 0.22 0.08 -0.40
C 0.63 1.42 0.77 -0.23
C -2.55 -1.65 -0.57 0.03
H 2.77 0.19 0.06 0.20
H 2.61 -1.73 -0.72 0.06
H 1.51 1.84 0.15 0.13
H 1.09 0.99 1.84 0.19
H -0.81 2.81 0.11 0.22
H -2.78 -1.94 0.59 0.12
H -3.14 -2.30 -1.21 0.04
N 2.28 -0.79 -0.58 -0.04
N 0.95 -0.82 -0.29 -0.05
N -1.47 -0.90 -1.08 -0.01
O -0.17 2.60 1.06 -0.14
O -1.10 0.05 -0.20 -0.11

Entry 5:
54
Properties=species:S:1:pos:R:3:lowdin_charge:R:1 method="wB97M-V/def2-TZVPD" homo_ha=-0.052 charge=-2 homo_lumo_gap_ev=6.21 lumo_energy_ev=4.8
O -0.46 11.29 11.12 -0.40
V -0.40 9.75 11.46 0.95
O -0.61 8.88 10.06 -0.45
C 1.98 10.35 8.75 -0.09
C 2.74 10.26 10.13 -0.61
C 3.53 11.55 10.37 -0.10
O 1.97 9.90 11.20 -0.28
H 1.55 9.41 8.38 0.04
H 2.58 10.79 7.94 0.04
H 1.00 10.82 8.82 0.05
H 3.57 9.56 9.95 0.10
H 4.08 11.87 9.48 0.05
H 4.10 11.37 11.28 0.07
H 2.79 12.34 10.51 0.06
O 0.23 8.58 13.15 -0.33
C -0.97 8.33 13.86 -0.36
C -2.34 8.17 13.06 -0.35
O -2.51 9.11 12.04 -0.40
H -1.10 9.28 14.40 0.08
H -0.79 7.60 14.66 0.09
H -3.16 8.36 13.77 0.08
H -2.33 7.15 12.65 0.09
C -4.27 12.07 12.73 -0.68
O -4.66 13.12 13.23 -0.04
N -4.71 10.81 12.93 0.14
N -3.36 12.00 11.69 0.14
H -4.02 10.07 12.76 0.06
H -5.51 10.72 13.54 0.09
H -3.09 11.08 11.37 0.05
H -2.85 12.74 11.26 0.09
C 2.68 11.54 14.43 -0.70
O 2.73 10.35 14.15 0.06
N 3.18 12.09 15.59 0.11
N 2.14 12.44 13.59 0.17
H 3.53 13.03 15.58 0.07
H 3.57 11.38 16.19 0.08
H 1.93 12.06 12.68 0.08
H 2.17 13.43 13.78 0.08
C 2.44 6.25 10.47 -0.70
O 2.71 6.86 11.48 0.06
N 1.42 6.62 9.64 0.16
N 3.03 5.10 10.02 0.11
H 0.99 7.52 9.85 0.06
H 1.16 6.04 8.87 0.08
H 2.68 4.78 9.14 0.06
H 3.95 4.83 10.34 0.08
C -5.10 7.64 9.16 -0.70
O -6.12 7.66 9.85 0.00
N -3.85 7.97 9.53 0.19
N -5.18 7.49 7.81 0.11
H -3.10 8.02 8.87 0.09
H -3.57 8.19 10.48 0.08
H -6.05 7.69 7.34 0.08
H -4.45 7.26 7.16 0.08

Entry 6:
14
Properties=species:S:1:pos:R:3:lowdin_charge:R:1 method="wB97M-V/def2-TZVPD" homo_ha="-0.270 / -0.270" homo_lumo_gap_ev="7.22 / 7.22" lumo_energy_ev="-0.1 / -0.1"
C -0.43 1.23 1.22 -0.32
C -1.53 0.58 0.54 -0.13
C -0.70 -1.61 -0.03 -0.41
C 0.85 0.88 1.60 -0.16
C 2.03 -0.21 -0.80 -0.33
N -1.55 -0.52 -0.22 -0.08
Se 1.03 -1.05 0.68 1.06
H -0.82 2.17 1.62 0.08
H -2.34 1.20 0.33 0.09
H -0.53 -2.17 -1.02 0.06
H 2.86 -0.58 -1.31 -0.01
H 1.20 0.08 -1.61 0.08
H 2.25 0.72 -0.28 -0.01
H -2.31 -0.73 -0.72 0.09

Entry 7:
19
Properties=species:S:1:pos:R:3:lowdin_charge:R:1 method="wB97M-V/def2-TZVPD" homo_ha=-0.069 charge=-1 homo_lumo_gap_ev=5.49 smiles=CCNCCC[O-] lumo_energy_ev=3.6
C -1.23 -0.83 0.58 -0.28
N -0.55 -0.53 -0.79 -0.09
C -0.26 0.86 -1.07 -0.37
C 0.59 1.62 -0.11 -0.18
C 2.20 1.03 -0.34 -0.58
O 3.07 1.94 -0.22 -0.31
C -1.58 -2.21 1.02 -0.11
H -0.51 -0.31 1.41 0.13
H -2.02 -0.16 0.53 0.07
H 0.36 -1.07 -0.90 0.11
H 0.20 0.84 -2.13 0.11
H -1.14 1.48 -1.43 0.09
H 0.67 2.71 -0.30 0.09
H 0.48 1.28 0.92 0.05
H 2.23 0.41 0.53 0.04
H 2.21 0.58 -1.37 0.07
H -1.99 -2.83 0.39 -0.01
H -0.58 -2.68 1.29 0.09
H -2.15 -2.11 2.00 0.09

Entry 8:
12
Properties=species:S:1:pos:R:3:lowdin_charge:R:1 method="wB97M-V/def2-TZVPD" homo_ha="-0.205 / -0.369" homo_lumo_gap_ev="6.29 / 6.64" multiplicity=3 s_squared=2.013 lumo_energy_ev="0.7 / -3.4"
C -0.51 -1.43 -0.07 -0.24
C 1.18 0.12 0.07 -0.43
C -0.17 0.61 0.40 -0.39
N -1.16 -0.37 0.16 0.12
N 0.87 -1.21 -0.05 0.15
N -0.73 1.82 -0.28 0.08
O 2.36 0.52 0.06 0.07
H -0.98 -2.39 -0.22 0.11
H -0.02 0.94 1.49 0.17
H 1.61 -1.87 -0.47 0.21
H -0.81 1.48 -1.24 0.07
H -1.64 1.79 0.14 0.06

Number 1: total energy -1062.86097 Eh. Number 2: total energy -379.04576 Eh. Number 3: total energy -2083.60229 Eh. Number 4: total energy -432.97635 Eh. Number 5: total energy -2418.48273 Eh. Number 6: total energy -2650.66607 Eh. Number 7: total energy -327.59371 Eh. Number 8: total energy -356.63488 Eh.